## w
Computed, not measured: a 12-piece molecular cluster, H22NO14 overall, with ωB97M-V with the def2-TZVPD basis set.

HOMO energy ... -6.98 eV
LUMO ... 2.6 eV

ORCA input file:
```
! RIJCOSX wB97M-V def2-TZVPD def2/J DEFGRID3
* xyz -1 1
N -7.37702 8.17794 10.68829
O -7.32751 6.93851 10.71067
O -6.63833 8.76924 11.46882
O -7.64205 8.65057 9.54054
O -6.70458 7.15986 7.49723
H -6.28085 6.35459 7.81445
H -7.11409 7.48477 8.29911
O -7.40786 10.74590 7.60846
H -7.39268 10.08651 8.31587
H -7.79105 11.47517 8.13554
O -5.27387 10.35624 9.86545
H -5.75654 9.75709 10.44496
H -5.46285 11.26556 10.12496
O -8.36545 6.44078 13.87890
H -8.81314 5.64372 13.65713
H -7.52378 6.33792 13.48798
O -10.61681 9.30244 10.02428
H -10.08452 9.12057 10.84859
H -9.97650 9.01862 9.36966
O -6.23481 4.68782 8.59454
H -5.57737 4.78703 9.33227
H -6.99483 5.11125 8.91329
O -9.55913 8.49265 7.54929
H -8.64852 8.26924 7.56403
H -9.95039 7.67222 7.13228
O -5.42138 5.28120 12.23099
H -6.03299 5.71414 11.62926
H -5.60641 4.35646 12.24744
O -5.11454 7.79834 13.82872
H -5.67024 8.18254 13.15857
H -4.35480 8.39823 13.81284
O -9.58183 8.68365 12.39400
H -10.00094 8.68995 13.23072
H -8.76584 8.16004 12.55679
O -8.91928 5.46993 8.70139
H -8.81569 6.03608 9.49019
H -9.76168 5.17528 8.88939
*
```

natural (NBO) charges, unit e, in atom order: 0.7185 -0.5791 -0.5110 -0.5331 -0.9803 0.4772 0.4632 -0.9450 0.4877 0.4493 -0.9675 0.4766 0.4563 -0.9488 0.4649 0.4883 -1.0066 0.4787 0.4881 -0.9470 0.4694 0.4905 -0.9433 0.4854 0.4673 -0.9570 0.4897 0.4578 -0.9503 0.4835 0.4588 -0.9565 0.4796 0.4965 -0.9514 0.4895 0.4603

---

## x
Computed, not measured: a 12-piece molecular cluster, H22NO14 overall, with ωB97M-V with the def2-TZVPD basis set.

HOMO energy ... -7.17 eV
LUMO ... 2.5 eV

ORCA input file:
```
! RIJCOSX wB97M-V def2-TZVPD def2/J DEFGRID3
* xyz -1 1
N 14.59400 30.18800 22.80500
O 13.90700 30.97700 23.51200
O 15.76100 30.39100 22.61000
O 13.97500 29.51800 21.90100
O 13.58000 31.34700 18.89000
H 14.09200 30.90400 19.56300
H 14.18900 31.36900 18.21900
O 10.67200 31.07200 22.56300
H 11.37400 31.74100 22.88300
H 9.76700 31.36800 22.91000
O 11.60500 28.70900 23.74100
H 11.22500 29.50300 23.26900
H 12.51300 28.83500 23.51500
O 14.22100 28.74000 26.24100
H 14.72500 29.13500 25.48300
H 13.51600 29.50300 26.39100
O 16.15900 31.85400 20.44000
H 16.08100 31.25600 20.97200
H 16.34300 32.77900 20.83600
O 13.28200 26.72000 22.17600
H 13.31400 26.32300 21.26700
H 13.54700 27.77200 22.16600
O 16.69900 31.57000 25.21900
H 16.66600 31.32300 24.43000
H 17.19000 30.86100 25.56900
O 12.74700 33.33500 23.65400
H 13.08500 32.55000 23.35000
H 12.42600 33.78300 22.80700
O 16.10100 28.81500 19.88800
H 15.42300 29.03500 20.53300
H 15.70600 29.22100 19.05300
O 15.09100 33.77500 24.96300
H 15.25300 32.82000 24.90300
H 14.16800 33.64100 24.61900
O 18.69600 28.98700 21.64500
H 17.68200 28.86100 21.59600
H 18.98600 29.51100 20.92000
*
```

natural (NBO) charges, unit e, in atom order: 0.7182 -0.5613 -0.4904 -0.5905 -0.9260 0.4740 0.4506 -0.9614 0.4950 0.4787 -0.9651 0.4848 0.4551 -0.9446 0.4673 0.4775 -0.9358 0.4471 0.4831 -0.9949 0.4622 0.5011 -0.9107 0.4534 0.4619 -0.9454 0.4853 0.4770 -0.9653 0.4885 0.4626 -0.9806 0.4758 0.4744 -0.9725 0.5034 0.4675

---

## y
Computed, not measured: a 12-piece molecular cluster, H22NO14 overall, with ωB97M-V with the def2-TZVPD basis set.

HOMO energy ... -7.68 eV
LUMO ... 2.8 eV

ORCA input file:
```
! RIJCOSX wB97M-V def2-TZVPD def2/J DEFGRID3
* xyz -1 1
N 42.19500 33.99500 15.84800
O 41.98000 33.33500 14.77000
O 42.00600 35.21300 15.92700
O 42.87500 33.40100 16.64900
O 40.57500 36.97200 17.41500
H 40.50200 36.84400 18.45100
H 40.69900 36.28400 16.72300
O 42.48600 36.33900 19.18000
H 42.71300 36.15900 18.32100
H 42.91100 35.61500 19.70200
O 43.18300 30.89100 15.98100
H 42.64300 31.64000 15.72600
H 43.11500 30.38100 15.14500
O 44.62200 31.88900 12.91900
H 44.62900 32.05300 12.04800
H 44.56600 32.51200 13.49600
O 41.90500 32.08100 19.02400
H 41.48900 31.26600 18.91300
H 42.19900 32.37200 18.16900
O 45.17800 34.14400 14.62900
H 44.97100 34.92400 13.96900
H 45.16800 34.51700 15.42400
O 43.30800 36.75200 13.91600
H 44.08200 37.02800 14.49300
H 42.54000 36.53300 14.39500
O 44.74100 34.81900 17.23000
H 43.90800 34.52800 16.91700
H 44.70800 34.65300 18.13200
O 39.36500 34.97000 13.83600
H 40.26300 34.61600 14.34400
H 38.84100 34.40300 14.30600
O 42.05700 33.10600 11.60200
H 42.06100 32.97600 12.66500
H 42.21300 34.03900 11.37200
O 45.63600 31.65600 17.72300
H 44.88400 31.44400 17.10000
H 45.81700 32.58200 17.67000
*
```

natural (NBO) charges, unit e, in atom order: 0.7357 -0.5743 -0.5396 -0.5102 -1.0430 0.5178 0.5129 -0.9440 0.4816 0.4635 -0.9745 0.4916 0.4728 -0.9527 0.4682 0.4821 -0.9566 0.4608 0.4870 -0.9573 0.4772 0.4733 -0.9737 0.4764 0.4979 -0.9807 0.4706 0.4655 -0.9452 0.4812 0.4469 -0.9904 0.5140 0.4728 -0.9829 0.5078 0.4676

---

Most stable structure - w; separation to the second - 38.1 kcal/mol.

---

## w
Computed, not measured: a single C24H22N2O3 molecule, with ωB97M-V with the def2-TZVPD basis set.

HOMO energy ... -7.93 eV
LUMO ... 0.5 eV

ORCA input file:
```
! RIJCOSX wB97M-V def2-TZVPD def2/J DEFGRID3
* xyz 0 1
C -4.69407 -1.47872 -0.96427
O -3.73804 -2.42464 -0.55446
C -2.41888 -2.04789 -0.51738
C -1.96400 -0.84420 -1.03974
C -0.62883 -0.49058 -0.99764
C 0.28813 -1.33867 -0.39383
N 1.63241 -0.94775 -0.27844
C 2.73631 -1.76627 -0.73808
C 3.92227 -0.88206 -0.50985
C 5.26022 -1.09218 -0.77293
C 6.15890 -0.08691 -0.44351
C 5.72930 1.09738 0.14008
C 4.38746 1.31049 0.40952
C 3.49182 0.30991 0.07491
C 2.04201 0.24291 0.24847
N 1.32309 1.16524 0.75211
C 0.05639 1.10732 1.24673
O -0.28356 0.33757 2.12876
C -0.85126 2.16019 0.71328
C -0.39236 3.18947 -0.10197
C -1.27915 4.11864 -0.60940
C -2.63845 4.04035 -0.32350
C -3.58778 5.06567 -0.86477
C -3.09078 3.00813 0.49084
C -2.20858 2.07946 1.00612
C -0.14711 -2.55293 0.11341
C -1.48354 -2.92974 0.06021
O -1.73117 -4.16539 0.57538
C -3.03594 -4.54775 0.95286
H -5.66051 -1.95372 -0.79951
H -4.63305 -0.56137 -0.37061
H -4.59167 -1.23318 -2.02651
H -2.65710 -0.15825 -1.49870
H -0.30855 0.44554 -1.42781
H 2.60615 -2.03289 -1.79392
H 2.80912 -2.69604 -0.16137
H 5.60164 -2.01244 -1.22293
H 7.21055 -0.23008 -0.64290
H 6.45317 1.85926 0.38782
H 4.03635 2.22167 0.86672
H 0.66225 3.25451 -0.32577
H -0.91643 4.91953 -1.23886
H -3.57207 5.95470 -0.23329
H -3.30218 5.36642 -1.87074
H -4.60589 4.68393 -0.88448
H -4.14493 2.93657 0.72172
H -2.54828 1.27376 1.64022
H 0.53830 -3.23224 0.59389
H -2.91150 -5.49057 1.48572
H -3.68192 -4.70030 0.08612
H -3.49121 -3.81211 1.61910
*
```

natural (NBO) charges, unit e, in atom order: -0.2496 -0.5102 0.2131 -0.2719 -0.2468 0.2124 -0.4258 -0.2225 -0.0095 -0.2034 -0.1899 -0.2133 -0.1837 -0.0313 0.4826 -0.5850 0.6598 -0.5974 -0.1804 -0.1134 -0.2465 0.0018 -0.6287 -0.2319 -0.1514 -0.2889 0.3444 -0.5112 -0.2412 0.1992 0.1807 0.1754 0.2263 0.2276 0.2156 0.2121 0.2153 0.2156 0.2171 0.2324 0.2216 0.2070 0.2227 0.2167 0.2142 0.2064 0.2347 0.2260 0.1874 0.1858 0.1798

---

## x
Computed, not measured: a single C24H22N2O3 molecule, with ωB97M-V with the def2-TZVPD basis set.

HOMO energy ... -7.94 eV
LUMO ... 0.0 eV

ORCA input file:
```
! RIJCOSX wB97M-V def2-TZVPD def2/J DEFGRID3
* xyz 0 1
C 3.50037 2.52804 -3.36980
C 3.08848 1.21230 -2.78488
C 3.92874 0.55681 -1.89096
C 3.58641 -0.67456 -1.36974
C 2.36906 -1.26015 -1.70150
C 2.07075 -2.64861 -1.25837
O 2.83932 -3.56496 -1.46612
N 0.84966 -2.90012 -0.69097
C -0.05554 -2.11086 -0.00044
C 0.14089 -0.84132 0.41923
C -0.67817 -0.16467 1.38969
C -0.64125 1.14916 1.67325
C 0.05510 2.18829 0.93221
C 0.57332 3.28816 1.62090
C 1.21778 4.30579 0.94710
C 1.32826 4.26315 -0.43378
C 0.79411 3.19323 -1.13125
C 0.17267 2.15913 -0.45770
C -1.27824 -2.91932 0.32734
O -1.20905 -4.12020 0.51600
N -2.44315 -2.23804 0.30305
C -3.69013 -2.82687 0.75686
C -4.07474 -2.27921 2.09189
C -3.70320 -2.63517 3.35518
C -4.32450 -1.70721 4.22647
C -5.02049 -0.85480 3.42808
O -4.87306 -1.18794 2.13497
C 1.51488 -0.60373 -2.58072
C 1.88071 0.61491 -3.12199
H 4.48057 2.44329 -3.83651
H 3.56982 3.28158 -2.58588
H 2.78829 2.86670 -4.11824
H 4.87128 1.01025 -1.62035
H 4.25637 -1.19577 -0.70271
H 0.64190 -3.89301 -0.57239
H 1.03313 -0.31775 0.10489
H -1.29338 -0.79433 2.02151
H -1.18277 1.49548 2.54494
H 0.47814 3.32828 2.69677
H 1.62522 5.14189 1.49666
H 1.81522 5.06886 -0.96339
H 0.85266 3.16881 -2.20813
H -0.25946 1.34066 -1.01377
H -2.42708 -1.24017 0.15881
H -3.51973 -3.90367 0.82372
H -4.47726 -2.61404 0.02851
H -3.07193 -3.45654 3.62505
H -4.25967 -1.68368 5.29461
H -5.63793 -0.00688 3.64833
H 0.57659 -1.06210 -2.85940
H 1.22105 1.10088 -3.82706
*
```

natural (NBO) charges, unit e, in atom order: -0.6368 0.0125 -0.2178 -0.1761 -0.0916 0.6582 -0.5709 -0.6165 0.1090 -0.2851 -0.2257 -0.2083 0.0053 -0.2170 -0.2057 -0.2182 -0.1974 -0.2283 0.6436 -0.6279 -0.5868 -0.2782 0.2516 -0.2976 -0.3126 0.0861 -0.4022 -0.2061 -0.2187 0.2250 0.2244 0.2134 0.2131 0.2256 0.4390 0.2336 0.2171 0.2107 0.2110 0.2142 0.2125 0.2109 0.2180 0.4126 0.2577 0.2202 0.2351 0.2307 0.2044 0.2203 0.2098

---

Most stable structure - w; separation to the second - 1.5 kcal/mol.

---

## w
Computed, not measured: a 3-piece molecular cluster, C3H13N2O3 overall, with ωB97M-V with the def2-TZVPD basis set.

HOMO energy ... -14.03 eV
LUMO ... -2.8 eV

ORCA input file:
```
! RIJCOSX wB97M-V def2-TZVPD def2/J DEFGRID3
* xyz 1 1
N -1.07662 0.31443 -0.31193
C -0.02218 -0.74491 0.03782
C -0.13839 -1.87373 -0.97554
C 1.29627 0.08719 -0.23386
N 2.43250 -0.58674 -0.30866
O 1.27623 1.30444 -0.36420
H -1.80619 0.33368 0.40002
H -1.56478 0.10899 -1.19350
H -0.70847 1.35548 -0.41771
H -0.16389 -0.96376 1.12275
H 0.39798 -2.75588 -0.67576
H 0.01963 -1.53555 -1.99413
H -1.10858 -2.31792 -1.17353
H 3.35751 -0.19374 -0.35170
H 2.31964 -1.58979 -0.18489
H -1.19451 3.08895 -1.64063
H -0.45342 3.57570 -0.38932
O -1.02244 2.86734 -0.71831
H -0.10748 -0.72018 2.91611
H -0.90659 0.33805 3.65772
O -0.82623 -0.09205 2.79924
*
```

natural (NBO) charges, unit e, in atom order: -0.7274 -0.1368 -0.6695 0.6554 -0.7805 -0.6165 0.4418 0.4180 0.5027 0.2618 0.2469 0.2369 0.2480 0.4364 0.3948 0.4987 0.5138 -0.9344 0.4718 0.5006 -0.9624

---

## x
Computed, not measured: a 3-piece molecular cluster, C3H13N2O3 overall, with ωB97M-V with the def2-TZVPD basis set.

HOMO energy ... -13.82 eV
LUMO ... -3.1 eV

ORCA input file:
```
! RIJCOSX wB97M-V def2-TZVPD def2/J DEFGRID3
* xyz 1 1
N 1.24351 0.80139 -0.55950
C -0.14951 0.36925 -0.38912
C -0.42195 -0.47375 -1.63672
N -1.62000 -1.08006 -1.67020
C -2.32506 -1.49661 -0.43939
O 0.44350 -0.52025 -2.49124
H 1.73065 0.78879 0.32837
H 1.15727 1.67630 -1.07391
H 1.64119 0.29843 -1.36875
H -0.08844 -0.33426 0.43104
H -0.82282 1.21180 -0.32537
H -1.89261 -1.63148 -2.46862
H -1.61531 -1.79756 0.32016
H -3.01512 -2.30675 -0.65869
H -2.98215 -0.69537 -0.09379
H 0.90176 1.97682 2.78286
H -0.32113 2.62792 2.18543
O 0.42828 2.06612 1.95092
H 2.87820 -1.15764 1.80158
H 2.68912 0.22252 1.74799
O 2.14062 -0.54565 1.62694
*
```

natural (NBO) charges, unit e, in atom order: -0.6854 -0.3281 0.6627 -0.5890 -0.4266 -0.6133 0.4636 0.4349 0.4677 0.2590 0.2527 0.4240 0.2025 0.2390 0.2103 0.4874 0.4933 -0.9751 0.4996 0.4603 -0.9394

---

Most stable structure - w; separation to the second - 9.7 kcal/mol.

---

## w
Computed, not measured: a single C24H17N3O2S molecule, with ωB97M-V with the def2-TZVPD basis set.

HOMO energy ... -7.82 eV
LUMO ... -0.7 eV

ORCA input file:
```
! RIJCOSX wB97M-V def2-TZVPD def2/J DEFGRID3
* xyz 0 1
O -1.18537 0.08918 1.16316
C -0.47523 1.08811 0.92265
C -0.22368 2.26201 1.81605
C -0.51138 2.53486 3.14579
C -1.13587 1.64059 4.11276
C -0.96001 0.22946 4.10549
C -1.64708 -0.53829 5.04505
C -2.42937 0.06044 6.04698
O -3.05519 -0.74335 6.97134
C -2.56264 1.44771 6.11469
C -1.91230 2.22935 5.14366
S 0.58923 3.55569 0.91221
C 0.65589 2.49904 -0.51304
N 0.07086 1.24280 -0.33419
C 0.09531 0.24137 -1.39636
C 1.17555 -0.75965 -0.98021
C 0.77436 -1.92399 -0.30962
C 1.68752 -2.88113 0.13392
C 3.01747 -2.69553 -0.14241
C 3.46446 -1.50544 -0.77334
C 2.55420 -0.54441 -1.19811
C 0.40936 0.82716 -2.73708
C 0.19377 0.08685 -4.01831
C 0.28700 0.72344 -5.28162
C 0.04732 0.04155 -6.46106
C -0.32823 -1.29570 -6.40262
C -0.48085 -1.98026 -5.19438
C -0.18931 -1.28177 -4.00656
N 0.89481 2.05628 -2.82680
N 1.05788 2.87390 -1.72026
H -0.25315 3.52549 3.46392
H -0.34945 -0.21444 3.34608
H -1.49841 -1.64094 4.97899
H -2.94570 -1.66536 6.75191
H -3.16564 1.88706 6.86460
H -2.05219 3.31851 5.18566
H -0.89157 -0.22033 -1.45852
H -0.25787 -2.09694 -0.12280
H 1.29850 -3.76144 0.62615
H 3.77608 -3.44600 0.11313
H 4.53527 -1.35622 -0.93661
H 2.95002 0.34339 -1.68520
H 0.51425 1.76093 -5.46595
H 0.07404 0.60270 -7.38154
H -0.52868 -1.81478 -7.35193
H -0.79955 -3.02512 -5.20237
H -0.28445 -1.77681 -3.06331
*
```

natural (NBO) charges, unit e, in atom order: -0.5950 0.6526 -0.2914 -0.0945 -0.1315 -0.1285 -0.2957 0.3326 -0.6661 -0.2818 -0.1475 0.3749 0.2686 -0.4367 -0.1243 -0.0655 -0.1912 -0.2164 -0.2030 -0.2205 -0.1578 0.2091 -0.0155 -0.1737 -0.2218 -0.1920 -0.2232 -0.2019 -0.2404 -0.3504 0.2137 0.2354 0.2149 0.4826 0.2288 0.2155 0.2476 0.2228 0.2177 0.2156 0.2178 0.2218 0.2334 0.2176 0.2112 0.2219 0.2104

---

## x
Computed, not measured: a single C24H17N3O2S molecule, with ωB97M-V with the def2-TZVPD basis set.

HOMO energy ... -7.90 eV
LUMO ... 0.3 eV

ORCA input file:
```
! RIJCOSX wB97M-V def2-TZVPD def2/J DEFGRID3
* xyz 0 1
O -1.24341 -4.15097 -2.12725
C -1.40130 -3.74711 -1.00240
C -1.06278 -4.66973 0.16772
S -0.36922 -3.85101 1.63798
C 0.72987 -2.80430 0.83021
N 0.89013 -2.69229 -0.45039
N 1.82019 -1.73895 -0.63888
C 2.18859 -1.31348 0.53164
C 3.16283 -0.31765 0.83014
C 3.54720 0.11441 2.07798
N 4.50955 1.06390 1.95531
C 4.77767 1.27355 0.62708
C 5.67754 2.13470 0.01275
C 5.72601 2.12135 -1.36523
C 4.90360 1.27660 -2.11626
C 4.00843 0.41998 -1.51376
C 3.94322 0.41648 -0.12328
O 1.51625 -1.96461 1.53146
C -1.97727 -2.42409 -0.68882
C -1.71198 -1.37415 -1.56836
C -2.20382 -0.11116 -1.31823
C -2.98956 0.13508 -0.19213
C -3.52312 1.47854 0.07389
C -3.52595 1.99986 1.36581
C -4.03160 3.26247 1.61334
C -4.54963 4.02082 0.57679
C -4.55445 3.51090 -0.71087
C -4.04188 2.25198 -0.96232
C -3.26930 -0.92216 0.67259
C -2.76888 -2.18623 0.43310
H -1.96903 -5.16950 0.51466
H -0.35285 -5.42064 -0.18048
H 3.18910 -0.20274 3.03849
H 4.95917 1.53784 2.72080
H 6.31358 2.78662 0.59296
H 6.41463 2.77676 -1.87731
H 4.97783 1.30097 -3.19307
H 3.36928 -0.23804 -2.07965
H -1.09040 -1.57143 -2.42780
H -1.96412 0.70087 -1.98859
H -3.10913 1.41863 2.17568
H -4.02185 3.65716 2.61902
H -4.94843 5.00529 0.77189
H -4.96112 4.09670 -1.52230
H -4.06343 1.85181 -1.96541
H -3.90157 -0.75314 1.53200
H -3.01858 -2.98991 1.10952
*
```

natural (NBO) charges, unit e, in atom order: -0.5208 0.5790 -0.6251 0.3022 0.2833 -0.3335 -0.2933 0.4686 -0.2259 0.0387 -0.5082 0.1125 -0.2387 -0.2101 -0.2167 -0.2090 -0.0037 -0.4170 -0.1027 -0.1568 -0.2159 -0.0424 0.0339 -0.2299 -0.1941 -0.2172 -0.2034 -0.2231 -0.2224 -0.1886 0.2513 0.2591 0.2210 0.4172 0.2134 0.2133 0.2127 0.2430 0.2367 0.2183 0.2135 0.2113 0.2132 0.2139 0.2160 0.2158 0.2104

---

Most stable structure - x; separation to the second - 37.0 kcal/mol.